(1)
A structure of composition C41H32N4O3PS2V. Source: OMol25; level of theory: ωB97M-V/def2-TZVPD.

Properties
Frontier orbital gap (spin up / spin down) (eV): 7.747 / 7.725
Spin multiplicity: 3
Energy above the lowest of the compared OMol25 structures with the same formula, charge and spin (kcal/mol): 0.0
Net charge: 0
Electronic energy (hartree): -4108.24047
Expectation value of S²: 2.032
Strongest force on any atom (eV/Å): 0.40
Highest occupied orbital energy (spin up / spin down) (eV): -7.75 / -7.83

CARTESIAN COORDINATES (ANGSTROEM)
V  -0.41976  0.01751  0.03829
S  -2.60354  2.47510  3.23628
C  -0.96418  3.04279  3.28387
C  -0.41367  4.04129  4.08271
C  0.91266  4.36347  3.88641
C  1.67513  3.70970  2.91021
C  1.13806  2.71256  2.12340
C  -0.19988  2.37062  2.32615
N  -0.91338  1.41824  1.60807
C  -2.17140  1.40976  1.94909
C  -3.11182  0.58267  1.19798
C  -4.47142  0.55038  1.51129
C  -5.30673  -0.26975  0.77660
C  -4.76793  -1.04239  -0.24926
C  -3.41459  -0.99375  -0.54509
C  -2.53654  -0.17255  0.16432
H  -1.01023  4.55923  4.82134
H  1.36722  5.14124  4.48536
H  2.70636  4.00258  2.76041
H  1.69341  2.21480  1.34317
H  -4.87656  1.15086  2.31813
H  -6.36452  -0.31363  0.99716
H  -5.41568  -1.69179  -0.82498
H  -3.03734  -1.62757  -1.33744
O  2.91913  0.60402  -1.39002
C  1.82777  1.11436  -1.55402
O  0.97201  1.40615  -0.61959
C  1.32649  1.52305  -2.91620
C  2.22617  1.61968  -3.96601
C  1.80197  2.04339  -5.21645
C  0.46659  2.35719  -5.41494
C  -0.44214  2.23504  -4.37179
C  -0.02554  1.81566  -3.11321
P  -1.24810  1.63651  -1.75046
C  -2.79100  1.43389  -2.69780
C  -3.86152  2.31966  -2.65309
C  -5.02835  2.05370  -3.35974
C  -5.13083  0.90759  -4.13104
C  -4.05383  0.03379  -4.20477
C  -2.89703  0.29202  -3.49325
C  -1.31612  3.30379  -1.00665
C  -2.35432  3.66882  -0.15311
C  -2.33088  4.88258  0.51484
C  -1.26380  5.75273  0.34465
C  -0.22451  5.39893  -0.50187
C  -0.24973  4.18513  -1.17140
H  3.25954  1.36152  -3.77863
H  2.50752  2.12796  -6.03236
H  0.12220  2.69092  -6.38498
H  -1.48442  2.46446  -4.54923
H  -3.79549  3.23800  -2.08814
H  -5.85045  2.75582  -3.30985
H  -6.03879  0.70034  -4.68203
H  -4.11610  -0.85884  -4.81374
H  -2.06569  -0.40075  -3.55456
H  -3.19153  3.00161  0.01070
H  -3.14871  5.14047  1.17548
H  -1.24184  6.69870  0.86935
H  0.61699  6.06480  -0.64209
H  0.57887  3.91775  -1.81278
C  3.14949  -0.29073  2.81014
C  2.22415  -0.91522  1.80358
O  1.36126  -0.23941  1.24693
N  2.37043  -2.22173  1.55598
C  1.48370  -2.91132  0.63167
C  0.13008  -3.13645  1.25472
C  -0.18165  -4.40064  1.73587
C  -1.36516  -4.60417  2.41972
C  -2.18996  -3.51486  2.62308
C  -1.82321  -2.29570  2.08344
N  -0.70044  -2.08849  1.38877
H  3.27666  0.75728  2.55677
H  4.11897  -0.78456  2.84434
H  2.68950  -0.35150  3.79765
H  3.06410  -2.73439  2.07120
H  1.94008  -3.86792  0.38459
H  1.41371  -2.32804  -0.28560
H  0.50784  -5.21278  1.55426
H  -1.63042  -5.58558  2.78849
H  -3.12006  -3.59554  3.16719
H  -2.47543  -1.44546  2.20220
S  -0.01988  -1.44226  -2.00796
C  -0.74801  -2.91958  -1.63390
N  -1.23346  -3.94069  -1.38542

Atomic forces in eV per Å
V 0.2 -0.1 0.0
S 0.0 0.0 0.0
C 0.1 0.1 0.0
C -0.1 0.0 0.0
C 0.1 0.0 0.0
C 0.0 0.0 0.0
C -0.1 0.1 0.1
C 0.1 0.0 -0.1
N -0.1 0.1 0.0
C -0.1 -0.2 -0.2
C 0.0 0.2 0.2
C -0.1 -0.1 -0.1
C 0.0 0.0 0.0
C -0.1 0.0 0.0
C 0.1 0.0 -0.1
C 0.1 0.1 0.0
H 0.0 0.0 0.0
H 0.0 0.0 0.0
H 0.0 0.0 0.0
H 0.0 0.0 0.0
H 0.0 0.0 0.0
H 0.0 0.0 0.0
H 0.0 0.0 0.0
H 0.0 0.0 0.0
O 0.0 0.1 0.0
C -0.1 0.1 -0.1
O -0.3 -0.2 0.2
C 0.1 -0.1 -0.1
C 0.0 0.0 -0.1
C 0.0 0.0 0.0
C 0.0 0.0 0.0
C 0.0 0.0 -0.1
C -0.1 0.0 0.1
P 0.2 0.0 0.0
C -0.1 0.1 0.0
C -0.1 0.0 0.0
C 0.0 0.0 0.0
C 0.0 0.0 0.0
C -0.1 0.0 0.0
C 0.0 -0.1 0.0
C 0.1 0.0 -0.1
C -0.1 0.0 0.1
C 0.0 0.1 0.0
C 0.0 0.0 0.0
C 0.0 0.0 0.0
C 0.0 0.0 0.0
H 0.0 0.0 0.0
H 0.0 0.0 0.0
H 0.0 0.0 0.0
H 0.0 0.0 0.0
H 0.0 0.0 0.0
H 0.0 0.0 0.0
H 0.0 0.0 0.0
H 0.0 0.0 0.0
H 0.0 0.0 0.0
H 0.0 0.0 0.0
H 0.0 0.0 0.0
H 0.0 0.0 0.0
H 0.0 0.0 0.0
H 0.0 0.0 0.0
C 0.0 0.0 0.0
C 0.1 0.0 -0.1
O -0.2 -0.1 0.2
N 0.1 0.1 0.1
C 0.0 -0.1 -0.1
C 0.1 0.0 0.1
C 0.0 0.1 0.1
C 0.1 0.0 0.0
C 0.0 0.0 0.0
C 0.0 0.0 0.0
N 0.0 0.0 -0.2
H 0.0 0.0 0.0
H 0.0 0.0 0.0
H 0.0 0.0 0.0
H 0.0 0.0 0.0
H 0.0 0.0 0.0
H 0.0 0.0 0.1
H 0.0 0.0 0.0
H 0.0 0.0 0.0
H 0.0 0.0 0.0
H 0.0 0.0 0.0
S -0.2 -0.2 0.0
C 0.1 0.4 -0.1
N 0.0 -0.1 0.0

(2)
A structure of composition C41H33ClN2O4PV in a non-equilibrium geometry. Source: OMol25; level of theory: ωB97M-V/def2-TZVPD.

Properties
Frontier orbital gap (spin up / spin down) (eV): 7.497 / 7.824
Spin multiplicity: 3
Energy above the lowest of the compared OMol25 structures with the same formula, charge and spin (kcal/mol): 31.0
Net charge: 0
Electronic energy (hartree): -3738.33827
Expectation value of S²: 2.012
Strongest force on any atom (eV/Å): 1.76
Highest occupied orbital energy (spin up / spin down) (eV): -7.32 / -7.89

CARTESIAN COORDINATES (ANGSTROEM)
V  -0.00373  0.33952  0.26136
O  -1.45861  -0.22642  1.19183
C  -2.77029  -0.29052  1.10056
C  -3.50596  -0.99508  2.05839
C  -4.87455  -1.09269  1.92012
C  -5.54982  -0.49925  0.84663
C  -4.82655  0.20850  -0.08762
C  -3.43583  0.33084  0.02575
C  -2.71386  1.03828  -1.02373
N  -1.44538  1.17649  -1.09162
C  -0.82651  1.78213  -2.28808
C  0.46146  0.99571  -2.58105
N  1.14311  0.93829  -1.29220
C  2.31763  1.42934  -1.09526
C  2.78498  1.95483  0.15859
C  4.12762  2.36484  0.26104
C  4.57124  3.09723  1.32968
C  3.63992  3.48548  2.30989
C  2.31982  3.12089  2.23262
C  1.85842  2.30203  1.18011
O  0.59950  1.95373  1.16043
H  -2.97351  -1.44464  2.88512
H  -5.44069  -1.64393  2.66130
H  -6.62174  -0.60023  0.75158
H  -5.32960  0.67485  -0.92781
H  -3.33244  1.44388  -1.82979
H  -0.56516  2.81697  -2.05991
H  -1.51441  1.75965  -3.13636
H  1.07849  1.49032  -3.33439
H  0.19887  -0.00522  -2.92731
H  2.95544  1.59485  -1.96856
H  4.81519  2.08596  -0.53078
H  5.60866  3.38996  1.40913
H  3.97286  4.08802  3.14677
H  1.60583  3.40024  2.99567
Cl  -1.46668  -1.95309  -1.59658
C  -1.19952  -3.61551  -2.09237
C  -2.24815  -4.23506  -2.75326
C  -2.11168  -5.56287  -3.12175
C  -0.93978  -6.24760  -2.81985
C  0.09011  -5.59824  -2.15872
C  -0.01084  -4.25714  -1.78229
P  1.31731  -3.34389  -0.89033
C  2.74432  -4.41136  -1.33826
C  3.32384  -5.38142  -0.52825
C  4.40241  -6.13242  -0.98426
C  4.90665  -5.93190  -2.25881
C  4.33296  -4.96778  -3.07988
C  3.27044  -4.20999  -2.61729
C  0.94130  -3.78232  0.83958
C  -0.30771  -4.23801  1.24468
C  -0.58291  -4.43413  2.59282
C  0.38263  -4.16823  3.54974
C  1.62693  -3.69101  3.15642
C  1.89880  -3.49488  1.81352
H  -3.15394  -3.68333  -2.96220
H  -2.92308  -6.06178  -3.63516
H  -0.83089  -7.28827  -3.09464
H  1.00168  -6.13664  -1.92996
H  2.92690  -5.57155  0.45936
H  4.84119  -6.88212  -0.33813
H  5.74138  -6.52255  -2.61362
H  4.71953  -4.80284  -4.07752
H  2.83612  -3.45100  -3.25980
H  -1.08304  -4.43698  0.51442
H  -1.56069  -4.79108  2.89074
H  0.16288  -4.31378  4.59926
H  2.37876  -3.44425  3.89561
H  2.85865  -3.08404  1.52494
O  0.83545  -0.46355  3.20951
C  1.71760  -0.50413  2.37890
O  1.52842  -0.57792  1.07385
C  3.16415  -0.45557  2.79664
C  3.47305  -0.14273  4.11527
C  4.79644  -0.08188  4.52363
C  5.81786  -0.34913  3.61963
C  5.51334  -0.66693  2.30318
C  4.18789  -0.70962  1.89139
H  2.65900  0.04779  4.80198
H  5.03492  0.17253  5.54878
H  6.85105  -0.30546  3.94117
H  6.30774  -0.87530  1.59725
H  3.93181  -0.93490  0.86396

Atomic forces in eV per Å
V 1.1 0.0 1.3
O -1.3 -0.5 0.1
C 0.8 0.2 -0.1
C -0.3 0.0 0.0
C 0.0 0.0 0.1
C 0.1 0.0 -0.1
C -0.1 0.0 0.1
C 0.1 0.3 -0.4
C -0.3 -0.2 0.2
N 0.5 -0.1 -0.3
C -0.1 -0.1 0.2
C 0.1 0.0 0.2
N 0.0 0.1 -0.4
C -0.2 0.3 -0.2
C 0.1 -0.1 -0.2
C 0.0 0.0 0.0
C -0.1 0.0 0.1
C 0.1 0.0 0.0
C 0.2 -0.1 0.1
C -0.4 0.1 -0.1
O 0.2 0.1 -0.3
H 0.0 0.0 0.0
H 0.0 0.0 0.0
H 0.0 0.0 0.0
H 0.0 0.0 0.0
H 0.0 0.0 0.0
H 0.0 0.0 0.0
H 0.0 0.0 0.0
H -0.1 0.0 -0.1
H 0.1 -0.1 0.0
H 0.0 0.1 0.0
H 0.0 0.0 0.0
H 0.0 0.0 0.0
H 0.0 0.0 0.0
H 0.0 0.0 0.0
Cl 0.0 -0.1 -0.1
C -0.2 0.3 0.0
C 0.0 -0.1 0.0
C 0.0 0.0 0.0
C 0.0 0.1 0.0
C 0.1 0.0 -0.1
C 0.0 -0.1 0.1
P 0.1 0.1 -0.2
C 0.0 0.0 0.0
C 0.0 -0.1 0.0
C 0.0 0.0 0.0
C 0.0 0.0 0.0
C 0.0 0.0 0.0
C 0.0 0.1 0.0
C 0.0 0.0 0.0
C -0.1 -0.1 0.0
C 0.0 0.0 0.0
C 0.0 0.0 0.0
C 0.0 -0.1 0.0
C 0.0 -0.1 0.0
H 0.0 0.0 0.0
H 0.0 0.0 0.0
H 0.0 0.0 0.0
H 0.0 0.0 0.0
H 0.0 0.0 0.1
H 0.0 0.0 0.0
H 0.0 0.0 0.0
H 0.0 0.0 0.0
H 0.0 0.0 0.0
H 0.0 0.0 0.0
H 0.0 0.0 0.0
H 0.0 0.0 0.0
H 0.0 0.0 0.0
H 0.0 0.0 0.0
O -0.1 0.0 0.0
C 0.1 0.1 -0.3
O -0.4 0.0 0.2
C 0.0 -0.1 -0.1
C 0.0 0.0 0.0
C 0.0 0.0 0.0
C 0.0 0.0 0.0
C -0.1 0.0 0.0
C 0.1 0.0 0.0
H 0.0 0.0 0.0
H 0.0 0.0 0.0
H 0.0 0.0 0.0
H 0.0 0.0 0.0
H 0.0 0.0 0.0

(3)
A structure of composition C41H34AuBrN5OS3 in a non-equilibrium geometry. Source: OMol25; level of theory: ωB97M-V/def2-TZVPD.

Properties
Frontier orbital gap (spin up / spin down) (eV): 3.451 / 3.344
Energy above the lowest of the compared OMol25 structures with the same formula, charge and spin (kcal/mol): 26.6
Net charge: +3
Electronic energy (hartree): -5834.85123
Strongest force on any atom (eV/Å): 2.00
Highest occupied orbital energy (spin up / spin down) (eV): -15.55 / -15.59

CARTESIAN COORDINATES (ANGSTROEM)
Au  0.50529  0.38794  0.05480
N  0.75612  2.52038  1.68025
S  -2.94615  2.33408  -1.15353
N  -3.89795  1.22616  -1.87563
S  -4.35920  -0.07301  -1.17258
N  -3.42343  -1.29566  -1.23226
S  -2.09704  -1.76567  -0.48306
N  -0.93981  -0.87222  -0.24566
C  -1.62256  -3.09043  -1.54410
C  -0.29171  -3.48240  -1.48556
C  0.09441  -4.59037  -2.22301
C  -0.83891  -5.28115  -2.98373
C  -2.16622  -4.86647  -3.02934
C  -2.57489  -3.75890  -2.30742
C  -2.62197  -2.50657  1.04291
C  -3.81224  -3.22341  1.09843
C  -4.17028  -3.81281  2.29895
C  -3.34817  -3.68052  3.41500
C  -2.15631  -2.97423  3.33410
C  -1.77878  -2.38186  2.13728
C  -5.75804  -0.57566  -2.09850
C  -6.18969  0.18704  -3.17430
C  -7.30003  -0.25341  -3.88090
C  -7.95646  -1.41455  -3.49964
C  -7.51136  -2.15922  -2.41055
C  -6.40061  -1.74602  -1.69961
C  -4.90158  0.27378  0.47297
C  -3.92557  0.48496  1.44440
C  -4.33151  0.82738  2.72311
C  -5.68336  0.96688  3.01420
C  -6.64098  0.77131  2.02836
C  -6.25742  0.42681  0.74081
C  -4.04742  3.68115  -0.74582
C  -5.39948  3.62288  -1.03502
C  -6.19025  4.72046  -0.71552
C  -5.62457  5.84086  -0.12610
C  -4.26251  5.87712  0.15539
C  -3.46178  4.79130  -0.15238
C  -2.03089  2.98230  -2.51785
C  -0.65275  3.03830  -2.37722
C  0.09708  3.58822  -3.40932
C  -0.54030  4.05795  -4.54796
C  -1.92722  3.98480  -4.67014
C  -2.68810  3.45042  -3.64792
H  0.42068  -2.93749  -0.88205
H  1.12614  -4.91407  -2.20090
H  -0.53033  -6.14883  -3.55110
H  -2.88384  -5.40321  -3.63480
H  -3.59666  -3.41002  -2.36060
H  -4.42802  -3.34654  0.21888
H  -5.08494  -4.38794  2.36224
H  -3.63411  -4.14575  4.34926
H  -1.51169  -2.89338  4.19977
H  -0.84492  -1.84131  2.05226
H  -5.65982  1.08279  -3.46229
H  -7.65019  0.31476  -4.73199
H  -8.82444  -1.74669  -4.05421
H  -8.03187  -3.06100  -2.11674
H  -6.04983  -2.31055  -0.84588
H  -2.87196  0.38043  1.21480
H  -3.59131  0.97232  3.49939
H  -5.99297  1.23093  4.01685
H  -7.69218  0.87781  2.26107
H  -7.00359  0.26909  -0.02600
H  -5.82948  2.75034  -1.50779
H  -7.24886  4.69894  -0.93923
H  -6.24550  6.69398  0.11253
H  -3.82564  6.75643  0.60943
H  -2.39599  4.82173  0.04724
H  -0.17682  2.65160  -1.48187
H  1.17433  3.64454  -3.32811
H  0.04403  4.48999  -5.34960
H  -2.41133  4.35265  -5.56508
H  -3.76772  3.40652  -3.72292
O  5.23037  4.12747  1.34164
C  4.27665  3.29519  0.96856
C  4.42406  2.30481  -0.01262
C  3.36092  1.46063  -0.32523
N  2.17502  1.56577  0.25435
C  2.01300  2.54491  1.23074
Br  0.29077  3.48108  3.11694
C  3.04651  3.40975  1.60795
H  6.06606  4.00338  0.87086
H  5.36481  2.17848  -0.53502
H  3.48018  0.67616  -1.06059
H  2.90182  4.15546  2.37818

Atomic forces in eV per Å
Au 0.4 -0.5 -0.4
N 0.2 0.6 0.0
S 0.1 0.0 0.2
N 0.0 0.4 -0.3
S 0.1 -0.3 0.2
N -0.3 0.1 0.0
S 1.9 0.7 0.3
N -1.3 -0.2 -0.1
C -0.4 -0.1 0.1
C -0.1 -0.1 -0.1
C 0.0 0.0 0.0
C -0.1 0.0 0.0
C 0.1 -0.1 -0.1
C 0.2 -0.1 0.0
C -0.2 0.0 -0.2
C 0.2 0.0 0.1
C 0.0 0.0 0.0
C 0.0 0.0 0.0
C 0.0 0.0 0.0
C -0.1 0.0 0.0
C -0.1 0.0 0.0
C 0.0 -0.1 0.0
C 0.0 0.0 0.0
C 0.0 0.0 0.0
C 0.0 0.0 0.0
C 0.0 0.0 -0.1
C -0.1 0.1 0.0
C 0.0 0.0 0.0
C 0.0 0.0 0.0
C 0.0 0.0 0.0
C 0.0 0.0 0.0
C 0.0 0.0 0.1
C 0.0 -0.1 -0.2
C 0.0 0.0 0.0
C 0.0 0.0 0.0
C 0.0 0.0 0.0
C 0.0 0.0 0.0
C 0.0 0.0 0.0
C -0.1 0.0 0.1
C 0.0 0.0 -0.1
C -0.1 0.0 0.0
C 0.0 0.0 0.0
C 0.1 0.0 -0.1
C 0.0 0.0 0.0
H 0.0 0.0 0.0
H 0.0 0.0 0.0
H 0.0 0.0 0.0
H 0.0 0.0 0.0
H 0.0 0.0 0.0
H 0.0 0.0 0.0
H 0.0 0.0 0.0
H 0.0 0.0 0.0
H 0.0 0.0 0.0
H -0.1 0.0 0.0
H 0.0 0.0 0.0
H 0.0 0.0 0.0
H 0.0 0.0 0.0
H 0.0 0.0 0.0
H 0.0 0.0 0.0
H 0.0 -0.1 0.0
H 0.0 0.0 0.0
H 0.0 0.0 0.0
H 0.0 0.0 0.0
H 0.0 0.0 0.0
H 0.0 0.0 0.0
H 0.0 0.0 0.0
H 0.0 0.0 0.0
H 0.0 0.0 0.0
H 0.0 0.0 0.0
H -0.1 0.0 0.0
H 0.0 0.0 0.0
H 0.0 0.0 0.0
H 0.0 0.0 0.0
H 0.0 0.0 0.0
O -0.2 0.0 0.0
C 0.2 0.2 0.1
C 0.1 0.1 0.2
C -0.5 -0.3 0.1
N -0.1 0.3 0.0
C -0.3 -0.3 0.0
Br 0.2 -0.2 -0.1
C 0.2 0.1 0.1
H 0.1 0.0 0.0
H 0.0 0.0 0.0
H 0.0 0.0 0.0
H 0.0 0.0 0.0